Computed, not measured: C2H3N3OS in the gas phase in a non-equilibrium geometry, with the ωB97M-V functional and the def2-TZVPD basis.

Element x y z (Å)
C: 1.8685 0.2973 0.0494
N: 0.5591 0.7455 -0.2966
N: -0.3531 -0.0677 -0.3901
O: -0.4703 -1.2553 -0.3453
S: -1.9661 1.0013 -0.6088
C: -2.9580 -0.1217 0.1411
N: -3.4561 -0.8754 0.8372
H: 2.6073 0.3898 -0.8094
H: 2.1822 0.7287 1.0558
H: 1.9867 -0.8425 0.3667

E_HOMO	-0.3763	Eh
HOMO-LUMO gap	9.200	eV
E_LUMO	-1.0	eV
structure (SMILES)	C/N=[N+](\[O-])SC#N
relative energy (zero: lowest compared OMol25 entry of this formula, charge and spin)	388.6	kJ/mol
M	117.1	g mol⁻¹

These are the natural (NBO) partial charges, in e, on atoms 1 to 5: -0.5007, -0.2532, 0.3272, -0.3605, 0.3629

***

Computed, not measured: 2 unconnected molecules or ions with the total composition C2H3N3OS in a non-equilibrium geometry, with the ωB97M-V functional and the def2-TZVPD basis.

Element x y z (Å)
C: -0.9494 -1.2809 0.1982
C: 0.7703 0.6896 -0.1248
N: -0.5305 -2.3089 -0.0242
N: 1.3467 -0.3021 -0.6795
N: -1.0405 -0.0283 0.2842
O: 0.7074 1.8224 0.1459
S: -1.7319 1.0773 1.3293
H: 0.9878 -1.3184 -0.4894
H: 2.2488 -0.3979 -1.0826
H: -1.8087 2.0473 0.4428

E_HOMO (alpha / beta)	-0.1794 / -0.3844	Eh
HOMO-LUMO gap (alpha / beta)	5.156 / 7.421	eV
E_LUMO (alpha / beta)	0.3 / -3.0	eV
⟨S²⟩	2.019
relative energy (zero: lowest compared OMol25 entry of this formula, charge and spin)	158.6	kJ/mol
spin multiplicity	3
M	117.1	g mol⁻¹

These are the natural (NBO) partial charges, in e, on atoms 1 to 5: 0.3741, 0.6076, -0.3723, -0.8733, -0.5548

***

Computed, not measured: 2 unconnected molecules or ions with the total composition C2H3N3S in a non-equilibrium geometry, with the ωB97M-V functional and the def2-TZVPD basis.

Element x y z (Å)
C: 1.2109 -1.6216 2.2404
C: -0.9980 1.7202 -1.6040
N: 0.4636 -1.4149 1.3548
N: 0.1427 1.5687 -1.9679
N: -0.6167 -1.2126 0.7947
S: -2.0911 2.4475 -0.6864
H: 2.0164 -2.1645 2.4011
H: 0.3734 0.9722 -2.7259
H: -0.5011 -0.2952 0.1933

E_HOMO	-0.3257	Eh
HOMO-LUMO gap	8.553	eV
E_LUMO	-0.3	eV
relative energy (zero: lowest compared OMol25 entry of this formula, charge and spin)	387.5	kJ/mol
M	101.1	g mol⁻¹

These are the natural (NBO) partial charges, in e, on atoms 1 to 5: -0.0279, 0.2253, -0.0143, -0.6522, -0.4875

***

Computed, not measured: 2 unconnected molecules or ions with the total composition C2H3N4 in a non-equilibrium geometry, with the ωB97M-V functional and the def2-TZVPD basis.

Element x y z (Å)
C: -1.4935 -0.6283 -1.5481
C: -0.0522 0.0363 0.2316
N: -2.6663 -0.8642 -1.0086
N: -1.4369 -0.7441 -2.8214
N: -3.4455 -1.0999 -2.0618
N: -2.6901 -1.0681 -3.1163
H: 0.8684 -0.4272 0.2899
H: 0.1500 0.9048 -0.3557
H: -0.5870 0.1975 1.1114

E_HOMO	-0.1823	Eh
HOMO-LUMO gap	8.977	eV
E_LUMO	4.0	eV
net charge	-1
relative energy (zero: lowest compared OMol25 entry of this formula, charge and spin)	363.8	kJ/mol
M	83.1	g mol⁻¹

These are the natural (NBO) partial charges, in e, on atoms 1 to 5: 0.3774, -0.6217, -0.4709, -0.4640, -0.1672

***

Computed, not measured: a gas-phase ion, C2H3N4 (charge +1) in a non-equilibrium geometry, with the ωB97M-V functional and the def2-TZVPD basis.

Element x y z (Å)
C: 1.5575 1.5159 0.0150
C: -1.3692 -0.0666 -0.0502
N: 2.0814 -0.7165 -0.0305
N: 0.8830 -0.9663 0.1203
N: 2.2419 0.5671 0.1135
N: -0.0276 -0.2652 -0.1231
H: -1.7605 -0.4488 0.8513
H: -1.5680 0.9975 -0.1491
H: -2.0386 -0.6171 -0.7472

E_HOMO (alpha / beta)	-0.6155 / -0.6197	Eh
HOMO-LUMO gap (alpha / beta)	7.696 / 7.547	eV
E_LUMO (alpha / beta)	-9.1 / -9.3	eV
net charge	+1
relative energy (zero: lowest compared OMol25 entry of this formula, charge and spin)	500.4	kJ/mol
M	83.1	g mol⁻¹

These are the natural (NBO) partial charges, in e, on atoms 1 to 5: 0.4488, -0.5163, 0.1492, 0.2323, -0.3811

***

Computed, not measured: a molecular structure, C2H3N4 in a non-equilibrium geometry, with the ωB97M-V functional and the def2-TZVPD basis.

Element x y z (Å)
C: -2.8393 0.5530 -0.1194
C: -1.4648 -0.9508 0.0647
N: -2.7603 -0.8156 0.0283
N: -1.8354 1.2783 0.0196
N: -0.8456 0.2781 0.1205
N: 0.4239 0.5969 0.0818
H: -0.9440 -1.8928 0.1145
H: 0.9610 0.4301 -0.7669
H: 0.7053 1.3999 0.6390

E_HOMO (alpha / beta)	-0.5997 / -0.6160	Eh
HOMO-LUMO gap (alpha / beta)	7.045 / 9.392	eV
E_LUMO (alpha / beta)	-9.3 / -7.4	eV
net charge	+1
relative energy (zero: lowest compared OMol25 entry of this formula, charge and spin)	197.6	kJ/mol
M	83.1	g mol⁻¹

These are the natural (NBO) partial charges, in e, on atoms 1 to 5: 0.6683, 0.2334, -0.3741, -0.3042, 0.0287

***

Computed, not measured: a gas-phase ion, C2H3N4 (charge +1) in a non-equilibrium geometry, with the ωB97M-V functional and the def2-TZVPD basis.

Element x y z (Å)
C: 1.3433 1.6114 1.2780
C: -0.5234 0.3428 0.7657
N: 0.1285 1.0869 1.4623
N: 2.2584 1.2794 0.6339
N: 2.7817 0.5169 -0.1231
N: -1.7110 -0.0657 0.4193
H: 3.7890 0.4762 -0.3501
H: -2.0688 -0.9804 0.5091
H: -2.3495 0.6048 0.0183

E_HOMO (alpha / beta)	-0.5059 / -0.5059	Eh
HOMO-LUMO gap (alpha / beta)	8.012 / 8.011	eV
E_LUMO (alpha / beta)	-5.8 / -5.8	eV
net charge	+1
relative energy (zero: lowest compared OMol25 entry of this formula, charge and spin)	192.3	kJ/mol
M	83.1	g mol⁻¹

These are the natural (NBO) partial charges, in e, on atoms 1 to 5: 0.2833, 0.6712, -0.2914, 0.0983, -0.3736

***

Computed, not measured: 2 unconnected molecules or ions with the total composition C2H3N4O in a non-equilibrium geometry, with the ωB97M-V functional and the def2-TZVPD basis.

Element x y z (Å)
C: 4.8137 -0.3024 0.2442
C: -0.2861 0.3022 0.2992
N: 3.7667 -0.0728 -0.2996
N: 2.6155 -0.2024 -0.4637
N: 0.8431 2.2872 -0.4903
N: 0.3063 1.4168 -0.1473
O: 5.8986 -0.2156 0.5936
H: 0.4245 -0.4900 0.1473
H: -1.3297 0.2633 -0.2176
H: -0.2850 0.2290 1.3749

E_HOMO (alpha / beta)	-0.4628 / -0.4612	Eh
HOMO-LUMO gap (alpha / beta)	7.222 / 7.171	eV
E_LUMO (alpha / beta)	-5.4 / -5.4	eV
net charge	+1
relative energy (zero: lowest compared OMol25 entry of this formula, charge and spin)	508.3	kJ/mol
M	99.1	g mol⁻¹

These are the natural (NBO) partial charges, in e, on atoms 1 to 5: 0.7671, -0.5506, -0.2517, -0.1510, 0.3734